# 1
Molecular formula: C24H23OPbSe
Method: DFT, ωB97M-V with the def2-TZVPD basis set

XYZ file:
```
50
Properties=species:S:1:pos:R:3:nbo_charge:R:1
C -2.501 1.217 1.446 -0.2892
C -1.720 2.368 1.252 -0.2714
C -1.507 2.520 -0.130 -0.4726
H -1.287 3.012 2.010 0.2421
C -2.161 1.441 -0.796 -0.4613
C -2.767 0.638 0.196 -0.2997
H -3.350 -0.275 0.093 0.2123
H -2.837 0.781 2.387 0.2414
H -0.890 3.303 -0.536 0.2017
H -2.190 1.262 -1.858 0.2027
C 1.819 -0.532 1.868 -0.4274
C 0.782 -0.462 2.809 -0.2669
C -0.211 -1.392 2.454 -0.3064
H 0.746 0.230 3.647 0.2512
C 0.212 -2.067 1.298 -0.3151
C 1.481 -1.542 0.928 -0.4804
H 2.065 -1.836 0.073 0.2043
H 2.662 0.140 1.904 0.2085
H -1.138 -1.545 2.998 0.2358
H -0.358 -2.839 0.799 0.2078
Pb 0.441 0.645 -0.312 1.3160
O 1.260 0.632 -2.843 -0.5562
C 1.606 1.955 -3.334 -0.1070
C 1.083 1.003 -4.361 0.0598
H 0.924 2.760 -2.965 0.2050
H 2.692 2.198 -3.382 0.1972
H 0.034 1.167 -4.631 0.2191
H 0.742 0.932 -7.014 0.2139
C 1.658 0.430 -6.721 -0.2012
C 1.977 0.355 -5.351 -0.0687
C 3.185 -0.243 -4.970 -0.2051
H 3.466 -0.301 -3.917 0.2328
C 4.025 -0.790 -5.940 -0.1908
H 4.947 -1.282 -5.623 0.2163
C 3.698 -0.724 -7.300 -0.2128
H 4.371 -1.155 -8.046 0.2164
C 2.506 -0.100 -7.686 -0.2074
H 2.253 -0.036 -8.742 0.2167
Se -1.318 1.747 4.788 -0.4757
C -1.908 0.074 5.168 -0.2006
C -0.993 -0.664 5.941 -0.2528
C -1.434 -1.745 6.692 -0.2214
C -2.787 -2.163 6.581 -0.3048
C -3.667 -1.489 5.703 -0.2031
C -3.207 -0.399 4.955 -0.2943
H 0.034 -0.304 6.020 0.2145
H -0.721 -2.254 7.364 0.1912
H -3.133 -3.010 7.174 0.1886
H -4.721 -1.816 5.610 0.1898
H -3.866 0.155 4.298 0.2068
```

Values from the calculation:
* F_max: 3.00 eV/A
* E_LUMO: 0.0635 Eh
* HOMO-LUMO gap: 4.0821 eV
* total energy: -3597.71869 hartree
* HOMO energy: -2.35 eV
* total charge: -1
* relative energy (zero: lowest compared OMol25 entry of this formula, charge and spin): 0.0 kJ/mol

***

# 2
Molecular formula: C24H24BrF3N5O2STa
Method: DFT, ωB97M-V with the def2-TZVPD basis set

XYZ file:
```
61
Properties=species:S:1:pos:R:3:nbo_charge:R:1
Ta -0.244 2.360 -0.120 1.9581
F -6.469 3.665 1.535 -0.3146
C -5.361 2.878 1.123 0.9789
F -5.876 1.853 0.357 -0.2927
F -4.817 2.373 2.296 -0.3098
C -4.333 3.732 0.451 -0.1907
C -4.632 5.075 0.082 -0.0330
C -3.678 5.861 -0.566 -0.2483
C -2.453 5.318 -0.822 0.0874
N -2.098 4.043 -0.549 -0.5452
C -3.026 3.283 0.097 0.1171
S -2.514 1.623 0.496 0.1096
H -5.622 5.482 0.288 0.2745
H -3.846 6.905 -0.817 0.2706
H -1.695 5.877 -1.342 0.2152
C 0.821 -5.337 1.231 -0.6049
C 1.921 -4.434 1.806 -0.0902
C 3.292 -4.845 1.262 -0.5993
C 1.876 -4.416 3.376 -0.6093
C 1.633 -3.036 1.313 0.0894
C 1.271 -1.946 2.101 -0.2414
C 0.688 -0.808 1.545 -0.1329
Br -0.032 0.487 2.660 0.2110
C 0.527 -0.644 0.196 0.2316
O 0.270 0.583 -0.337 -0.6783
C 0.885 -1.722 -0.643 -0.0085
C 1.509 -2.812 -0.069 -0.1389
C 0.530 -1.667 -2.119 -0.1158
C 1.820 -1.755 -2.895 -0.5973
C -0.387 -0.605 -2.719 -0.5864
C -0.221 -2.972 -2.506 -0.6007
H 0.792 -6.333 1.692 0.2381
H 0.980 -5.498 0.178 0.2113
H -0.198 -4.932 1.433 0.2159
H 3.564 -5.828 1.663 0.2340
H 4.020 -4.139 1.671 0.2163
H 3.316 -4.880 0.173 0.2075
H 2.094 -5.415 3.766 0.2386
H 0.825 -4.192 3.642 0.2134
H 2.569 -3.640 3.818 0.2122
H 1.451 -1.988 3.148 0.2465
H 1.907 -3.605 -0.722 0.2260
H 2.609 -1.076 -2.537 0.2107
H 1.566 -1.464 -3.948 0.2199
H 2.220 -2.761 -2.842 0.2269
H 0.162 0.366 -2.757 0.1719
H -1.374 -0.491 -2.175 0.2149
H -0.650 -0.942 -3.716 0.2414
H 0.227 -3.934 -2.194 0.2231
H -0.304 -3.046 -3.606 0.2236
H -1.273 -3.006 -2.107 0.2185
N 0.356 3.963 -3.098 -0.4603
C 0.104 3.278 -2.162 0.2639
H 0.963 4.324 -3.832 0.5082
O 0.041 3.581 1.250 -0.5957
N 0.887 4.577 1.688 0.1112
C 2.113 4.555 1.254 -0.0167
C 2.461 3.396 0.587 0.3440
N 2.419 2.402 -0.022 -0.2781
C 3.014 5.638 1.429 0.1733
N 3.399 6.694 1.623 -0.0660
```

Values from the calculation:
* F_max: 4.72 eV/A
* E_LUMO: -0.3301 Eh
* HOMO-LUMO gap: 5.1753 eV
* total energy: -4681.33332 hartree
* HOMO energy: -14.16 eV
* total charge: +2
* relative energy (zero: lowest compared OMol25 entry of this formula, charge and spin): 0.0 kJ/mol

***

# 3
Molecular formula: C24H24ClF4MnN3O3
Method: DFT, ωB97M-V with the def2-TZVPD basis set

XYZ file:
```
60
Properties=species:S:1:pos:R:3:nbo_charge:R:1
Mn -0.454 0.039 -0.179 1.4426
C -6.486 -4.062 2.452 -0.6238
C -5.190 -3.932 3.236 -0.2066
N -4.077 -3.453 2.406 -0.3574
C -3.758 -2.149 2.436 0.1615
C -2.786 -1.549 1.687 -0.3262
C -2.596 -0.056 1.921 0.8012
O -3.353 0.498 2.693 -0.6279
O -1.626 0.501 1.284 -0.8528
C -2.043 -2.344 0.769 0.5212
O -1.142 -1.933 0.003 -0.7266
C -2.379 -3.773 0.741 -0.1464
C -1.656 -4.615 -0.107 -0.1888
C -1.938 -5.949 -0.135 0.3323
F -1.197 -6.765 -0.909 -0.3184
C -2.963 -6.505 0.644 0.1709
C -3.680 -5.673 1.479 -0.2900
C -3.389 -4.302 1.554 0.2564
N -3.277 -7.897 0.631 -0.4991
C -3.250 -8.614 -0.640 -0.2371
C -3.841 -10.015 -0.406 -0.2340
N -4.647 -9.983 0.859 -0.4920
C -3.759 -9.784 2.062 -0.2214
C -2.718 -8.713 1.702 -0.2443
H -7.280 -4.423 3.106 0.2307
H -6.387 -4.751 1.614 0.2048
H -6.788 -3.093 2.056 0.2312
H -4.895 -4.873 3.700 0.2001
H -5.306 -3.212 4.043 0.2306
H -4.320 -1.520 3.117 0.2582
H -0.859 -4.202 -0.712 0.2773
H -4.483 -6.108 2.056 0.2217
H -2.247 -8.740 -1.053 0.2271
H -3.845 -8.058 -1.364 0.2294
H -3.071 -10.770 -0.255 0.2268
H -4.488 -10.334 -1.219 0.2455
H -5.206 -10.829 0.962 0.4433
H -5.281 -9.184 0.807 0.4442
H -3.312 -10.746 2.303 0.2334
H -4.407 -9.474 2.880 0.2304
H -1.772 -9.179 1.403 0.2028
H -2.517 -8.095 2.573 0.2497
F 1.659 0.428 -2.251 -0.3745
C 1.472 -0.158 -1.028 0.5592
F 1.916 -1.437 -1.187 -0.3674
F 2.397 0.444 -0.223 -0.3672
Cl -0.942 6.747 0.101 0.0185
C -1.040 5.110 -0.457 -0.0238
C -2.163 4.353 -0.156 -0.2444
C -2.234 3.047 -0.600 -0.1143
C -1.196 2.483 -1.352 -0.1232
C -1.267 1.084 -1.789 -0.5981
C -0.073 3.269 -1.636 -0.1860
C 0.008 4.576 -1.194 -0.2176
H -2.964 4.785 0.427 0.2339
H -3.099 2.447 -0.349 0.2105
H -0.685 0.820 -2.665 0.2378
H -2.268 0.649 -1.784 0.2096
H 0.743 2.840 -2.205 0.2330
H 0.874 5.184 -1.415 0.2336
```

Values from the calculation:
* F_max: 0.35 eV/A
* E_LUMO (spin up / spin down): -0.1302 / -0.1302 Eh
* spin multiplicity: 5
* HOMO-LUMO gap (spin up / spin down): 6.0573 / 6.0525 eV
* total energy: -3329.38832 hartree
* expectation value of S²: 6.442
* HOMO energy (spin up / spin down): -9.60 / -9.59 eV
* total charge: +1

***

# 4
Molecular formula: C24H24ClNO6
Method: DFT, ωB97M-V with the def2-TZVPD basis set

XYZ file:
```
56
Properties=species:S:1:pos:R:3:nbo_charge:R:1
C 3.774 4.057 0.117 -0.6250
C 2.450 3.517 -0.008 -0.3622
H 1.768 4.443 -0.225 0.1969
H 2.095 3.066 0.938 0.1953
C 2.124 2.288 -1.251 -0.4116
C 2.844 1.144 -0.760 0.0623
C 3.966 0.912 -1.324 -0.3117
C 4.932 -0.044 -1.370 0.7409
O 5.940 -0.244 -1.919 -0.5172
O 4.619 -0.978 -0.265 -0.4815
C 3.365 -0.598 0.442 0.3628
C 3.071 -1.690 1.269 -0.2511
C 2.039 -1.941 2.003 0.0384
C 1.121 -0.645 1.931 -0.3155
C 1.317 0.239 0.828 0.3052
C 2.453 0.230 0.320 -0.2041
O 0.449 1.079 0.750 -0.4918
C -0.891 1.121 1.390 -0.1577
C -1.533 0.015 0.881 0.6403
O -2.505 -0.528 1.790 -0.6787
N -1.356 -0.591 -0.355 -0.5505
H -0.653 -0.090 -0.621 0.4155
C -1.771 -1.754 -0.676 -0.1636
C -0.627 -2.590 -1.078 0.7979
O 0.504 -1.966 -1.713 -0.6494
O -0.752 -3.901 -1.473 -0.7180
H -0.048 -4.574 -1.815 0.5560
H -2.184 -2.235 0.081 0.2560
C -2.898 -1.751 -1.744 -0.3715
C -3.929 -0.933 -1.263 -0.0792
C -4.976 -1.380 -0.662 -0.1924
C -6.038 -0.758 -0.195 -0.2036
C -5.968 0.681 -0.224 0.0590
C -5.008 1.129 -0.983 -0.2917
C -4.006 0.419 -1.495 -0.1504
H -3.140 1.167 -2.019 0.2163
H -4.963 2.334 -1.263 0.2215
Cl -7.267 1.619 0.701 -0.0435
H -6.817 -1.156 0.511 0.2358
H -5.104 -2.433 -0.373 0.2132
H -3.072 -2.785 -1.994 0.2408
H -2.493 -1.149 -2.472 0.2226
H -1.498 2.001 0.959 0.2576
H -0.843 1.116 2.427 0.2564
H 0.085 -0.677 2.400 0.2027
C 1.886 -2.863 3.140 -0.6483
H 2.435 -3.785 3.048 0.2232
H 2.065 -2.544 4.183 0.2393
H 0.710 -3.001 3.019 0.2204
H 3.776 -2.502 1.542 0.2109
H 4.402 1.777 -2.303 0.1830
H 1.065 2.268 -1.225 0.2319
H 2.615 2.944 -2.151 0.2329
H 4.496 3.173 0.340 0.2071
H 4.107 4.439 -0.805 0.2057
H 3.867 4.910 1.017 0.2224
```

Values from the calculation:
* F_max: 14.73 eV/A
* E_LUMO: -0.0128 Eh
* HOMO-LUMO gap: 8.0809 eV
* total energy: -1894.75409 hartree
* HOMO energy: -8.43 eV
* relative energy (zero: lowest compared OMol25 entry of this formula, charge and spin): 1749.5 kJ/mol

***

# 5
Molecular formula: C24H24ClNPV
Method: DFT, ωB97M-V with the def2-TZVPD basis set

XYZ file:
```
52
Properties=species:S:1:pos:R:3:nbo_charge:R:1
V -0.141 0.954 1.791 1.5114
Cl -0.122 1.813 3.933 -0.4003
P -0.137 0.897 -0.381 0.7312
C -1.483 0.079 -1.310 -0.3734
C -1.320 -0.652 -2.489 -0.1893
C -2.429 -1.217 -3.123 -0.1695
C -3.705 -1.054 -2.587 -0.1515
C -3.873 -0.338 -1.398 -0.2120
C -2.768 0.216 -0.760 -0.1423
C -0.386 2.674 -0.762 -0.2672
C 0.471 3.574 -0.104 -0.2341
C 0.313 4.947 -0.271 -0.1743
C -0.697 5.437 -1.102 -0.1413
C -1.547 4.549 -1.763 -0.1704
C -1.397 3.172 -1.593 -0.2196
C 1.423 0.539 -1.271 -0.3351
C 2.505 0.047 -0.531 -0.1987
C 3.735 -0.185 -1.147 -0.1827
C 3.895 0.085 -2.506 -0.1501
C 2.830 0.606 -3.245 -0.1762
C 1.601 0.839 -2.630 -0.1934
H 1.262 3.189 0.538 0.2012
H 0.975 5.634 0.248 0.2481
H -0.821 6.508 -1.233 0.2507
H -2.331 4.928 -2.412 0.2492
H -2.066 2.486 -2.103 0.2414
H -0.330 -0.799 -2.906 0.2413
H -2.291 -1.792 -4.034 0.2469
H -4.565 -1.493 -3.084 0.2488
H -4.863 -0.221 -0.966 0.2452
H -2.880 0.753 0.180 0.1830
H 2.370 -0.131 0.533 0.1794
H 4.568 -0.568 -0.563 0.2404
H 4.853 -0.092 -2.987 0.2485
H 2.961 0.839 -4.298 0.2486
H 0.785 1.274 -3.201 0.2366
H -0.249 -5.644 -4.382 -0.0015
H 0.493 -5.611 -4.350 0.0018
C 0.619 -4.095 5.448 -0.6641
C 0.437 -2.997 4.442 0.1301
C 1.552 -2.292 3.972 -0.2072
C 1.367 -1.213 3.109 0.0582
N 0.117 -0.861 2.705 -0.5900
C -0.981 -1.543 3.129 0.0641
C -0.842 -2.630 3.997 -0.2095
H 1.262 -4.895 5.029 0.2639
H 1.106 -3.678 6.357 0.2643
H -0.354 -4.533 5.754 0.2463
H 2.548 -2.545 4.316 0.2599
H 2.219 -0.617 2.811 0.2261
H -1.967 -1.205 2.841 0.2270
H -1.725 -3.140 4.360 0.2602
```

Values from the calculation:
* F_max: 7.18 eV/A
* E_LUMO (spin up / spin down): -0.3449 / -0.3083 Eh
* spin multiplicity: 3
* HOMO-LUMO gap (spin up / spin down): 5.7235 / 6.7132 eV
* total energy: -2728.62292 hartree
* expectation value of S²: 2.037
* HOMO energy (spin up / spin down): -15.11 / -15.10 eV
* total charge: +2

***

# 6
Molecular formula: C24H24N2O3S
Method: DFT, ωB97M-V with the def2-TZVPD basis set

XYZ file:
```
54
Properties=species:S:1:pos:R:3:nbo_charge:R:1
C -1.370 -3.559 1.541 -0.6286
C -1.884 -2.943 0.279 -0.0123
C -2.389 -3.739 -0.747 -0.1811
C -2.878 -3.176 -1.906 -0.1970
C -2.892 -1.793 -2.101 -0.0094
C -3.477 -1.242 -3.363 -0.6613
C -2.368 -1.012 -1.082 -0.2634
S -2.290 0.779 -1.067 2.3070
O -2.578 1.375 -2.338 -0.9231
O -3.007 1.250 0.081 -0.9344
N -0.676 1.050 -0.658 -0.8655
C 0.366 1.027 -1.572 0.1805
C 0.268 0.232 -2.709 -0.1986
C 1.301 0.189 -3.626 -0.1901
C 2.449 0.940 -3.430 -0.2432
C 2.557 1.733 -2.303 -0.1459
C 1.539 1.768 -1.359 -0.1887
C 1.669 2.689 -0.192 0.6694
O 1.868 3.881 -0.330 -0.5886
N 1.496 2.145 1.047 -0.4689
C 1.456 0.814 1.462 0.2191
C 1.878 -0.331 0.809 -0.2548
C 1.773 -1.542 1.479 -0.2011
C 1.275 -1.612 2.768 -0.2324
C 0.864 -0.458 3.425 -0.1943
C 0.963 0.747 2.770 -0.0497
C 0.625 2.129 3.248 -0.4376
C 1.333 3.021 2.216 -0.0264
C 2.697 3.500 2.706 -0.6191
C -1.876 -1.571 0.086 -0.2039
H -0.412 -4.045 1.357 0.2197
H -2.063 -4.314 1.906 0.2194
H -1.229 -2.802 2.307 0.2246
H -2.403 -4.813 -0.626 0.2128
H -3.274 -3.811 -2.685 0.2141
H -3.093 -1.787 -4.224 0.2186
H -3.260 -0.186 -3.473 0.2613
H -4.559 -1.370 -3.346 0.2284
H -0.605 1.730 0.083 0.4254
H -0.632 -0.337 -2.872 0.2090
H 1.205 -0.432 -4.505 0.2165
H 3.250 0.913 -4.153 0.2182
H 3.436 2.336 -2.135 0.2269
H 2.293 -0.296 -0.185 0.2323
H 2.103 -2.442 0.983 0.2164
H 1.221 -2.564 3.274 0.2151
H 0.485 -0.504 4.435 0.2162
H 0.982 2.319 4.259 0.2261
H -0.458 2.280 3.235 0.2269
H 0.735 3.886 1.915 0.2262
H 3.192 4.057 1.915 0.2352
H 2.577 4.151 3.568 0.2127
H 3.315 2.649 2.984 0.2063
H -1.496 -0.908 0.848 0.2353
```

Values from the calculation:
* F_max: 1.00 eV/A
* structure (SMILES): Cc1ccc(C)c(S(=O)(=O)Nc2ccccc2C(=O)N2c3ccccc3C[C@H]2C)c1
* E_LUMO: 0.0233 Eh
* HOMO-LUMO gap: 9.1044 eV
* total energy: -1662.40414 hartree
* HOMO energy: -8.47 eV
* relative energy (zero: lowest compared OMol25 entry of this formula, charge and spin): 29.0 kJ/mol

***

- What is the formula in the second record?
  C24H24BrF3N5O2STa